Below is the molecule C21H27NO3, with properties calculated with ωB97M-V/def2-TZVPD.

SMILES: Cc1ccc([C@@]23C[C@@H]4C[C@@H](C[C@@](C(=O)N[C@@H](C)C(=O)O)(C4)C2)C3)cc1
E_HOMO (eV): -8.781
Energy above the lowest of the compared OMol25 structures with the same formula, charge and spin (kcal per mole): 0.0
F_max (Eh/bohr): 0.0142

Geometry (Å):
1 C 6.3985 2.4996 0.2250
2 C 5.1579 1.6658 0.1227
3 C 4.8491 0.9707 -1.0358
4 C 3.7129 0.1837 -1.1199
5 C 2.8402 0.0608 -0.0464
6 C 1.5845 -0.7953 -0.0884
7 C 1.6693 -1.8792 0.9977
8 C 0.3915 -2.7159 1.0107
9 C 0.2122 -3.4050 -0.3392
10 C 0.1111 -2.3390 -1.4263
11 C -1.0990 -1.4443 -1.1647
12 C -0.9224 -0.7486 0.1905
13 C -2.1416 0.1212 0.4792
14 O -2.9073 -0.0740 1.4036
15 N -2.3364 1.1644 -0.3601
16 C -3.5478 1.9482 -0.2160
17 C -3.8192 2.7555 -1.4783
18 C -4.7083 0.9807 0.0370
19 O -4.9414 0.0206 -0.6460
20 O -5.4863 1.3878 1.0357
21 C -0.8073 -1.8133 1.2853
22 C 0.3573 0.0955 0.1751
23 C 1.3845 -1.4922 -1.4400
24 C 3.1554 0.7631 1.1149
25 C 4.2879 1.5479 1.1993
26 H 6.2119 3.4007 0.8056
27 H 6.7597 2.7826 -0.7608
28 H 7.1862 1.9359 0.7263
29 H 5.5060 1.0423 -1.8916
30 H 3.5236 -0.3343 -2.0463
31 H 2.5349 -2.5168 0.8012
32 H 1.8120 -1.4206 1.9769
33 H 0.4644 -3.4709 1.8012
34 H -0.6928 -4.0157 -0.3303
35 H 1.0607 -4.0631 -0.5400
36 H -0.0058 -2.8224 -2.4033
37 H -1.1870 -0.7090 -1.9686
38 H -2.0161 -2.0368 -1.1550
39 H -1.8097 1.2549 -1.2123
40 H -3.4605 2.6026 0.6601
41 H -3.9806 2.0834 -2.3188
42 H -4.7080 3.3663 -1.3451
43 H -2.9769 3.4091 -1.6939
44 H -6.1859 0.7374 1.2053
45 H -1.7278 -2.3983 1.3145
46 H -0.7022 -1.3239 2.2554
47 H 0.3098 0.8635 -0.6014
48 H 0.4583 0.6044 1.1347
49 H 1.3119 -0.7470 -2.2360
50 H 2.2387 -2.1391 -1.6507
51 H 2.5088 0.7017 1.9778
52 H 4.5014 2.0786 2.1166

Cartesian forces (eV/Å) of the 6 atoms listed first:
0.026 -0.063 0.039
-0.019 -0.005 -0.091
0.087 0.093 0.074
-0.100 -0.075 0.004
-0.028 -0.039 -0.074
0.186 0.125 -0.029